No. 1
The following is a DFT calculation (ωB97M-V/def2-TZVPD) of a structure of composition C36H20BrF20GeIN4PbS2Si.

```
! wB97M-V def2-TZVPD RIJCOSX def2/J DEFGRID3
* xyz 0 1
Pb -0.617 0.166 -1.019
N 2.648 -1.452 -4.000
C 1.795 -0.744 -3.232
S 1.551 -1.337 -1.610
N 1.302 0.332 -3.811
N 0.379 1.019 -3.092
C 0.022 2.146 -3.565
C -1.006 2.969 -2.896
C -1.248 4.273 -3.301
C -2.160 5.037 -2.589
C -2.823 4.473 -1.513
C -2.560 3.149 -1.204
N -1.675 2.419 -1.878
H 3.081 -2.278 -3.638
H 2.835 -1.145 -4.940
H 0.497 2.517 -4.471
H -0.710 4.679 -4.153
H -2.347 6.067 -2.873
H -3.530 5.040 -0.922
H -3.075 2.650 -0.384
F -2.040 -0.496 1.854
C -2.911 -1.507 2.222
F -3.117 -1.382 3.581
C -4.255 -1.150 1.564
F -4.541 0.148 1.708
F -4.200 -1.428 0.247
F -5.239 -1.870 2.115
Br -1.628 -4.857 -3.437
C -3.502 -4.840 -3.197
C -4.141 -6.065 -3.054
C -5.513 -6.113 -2.857
C -6.248 -4.938 -2.793
C -5.613 -3.715 -2.937
C -4.241 -3.660 -3.148
I -3.368 -1.781 -3.370
H -3.554 -6.975 -3.103
H -6.004 -7.073 -2.755
H -7.320 -4.971 -2.634
H -6.183 -2.796 -2.891
C -3.418 -4.461 2.378
Si -2.112 -3.251 1.871
C -0.665 -3.258 3.020
C -1.634 -3.356 0.086
H -3.051 -5.491 2.298
H -4.320 -4.372 1.766
H -3.696 -4.279 3.421
H -0.238 -4.266 3.099
H -0.971 -2.940 4.024
H 0.121 -2.576 2.676
H -1.652 -4.402 -0.252
H -0.618 -2.982 -0.078
H -2.317 -2.792 -0.553
F 4.366 -0.560 1.606
C 4.350 -0.095 0.352
C 3.582 1.001 -0.012
C 3.611 1.363 -1.350
F 2.844 2.372 -1.784
C 4.388 0.715 -2.277
F 4.402 1.091 -3.552
C 5.151 -0.358 -1.874
F 5.897 -1.006 -2.761
C 5.136 -0.770 -0.562
F 5.873 -1.814 -0.191
Ge 2.370 1.993 1.166
S 0.311 2.110 0.512
C 2.952 3.885 1.271
C 3.983 4.481 0.564
F 4.827 3.758 -0.185
C 4.227 5.836 0.617
F 5.225 6.376 -0.077
C 3.430 6.639 1.400
F 3.651 7.945 1.450
C 2.407 6.086 2.139
F 1.647 6.868 2.903
C 2.191 4.729 2.070
F 1.208 4.231 2.833
C 2.514 1.259 2.991
C 3.356 1.764 3.971
F 4.235 2.738 3.705
C 3.356 1.278 5.262
F 4.169 1.786 6.184
C 2.506 0.248 5.595
F 2.492 -0.224 6.833
C 1.679 -0.304 4.641
F 0.887 -1.324 4.964
C 1.697 0.205 3.364
F 0.905 -0.390 2.458
*
```

Summary:
- max |F| (eV Å⁻¹) = 0.56
- gap between HOMO and LUMO (Ha) = 0.2761
- molar mass (g mol⁻¹) = 1467.4

No. 2
The following is a DFT calculation (ωB97M-V/def2-TZVPD) of an isolated molecule of CH4O2SSi in a non-equilibrium geometry.

```
! wB97M-V def2-TZVPD RIJCOSX def2/J DEFGRID3
* xyz 0 1
O -2.865 0.968 0.028
S -1.865 -0.085 0.087
O -2.075 -1.418 -0.380
C -0.282 0.550 0.039
Si 1.509 -0.226 0.006
H -0.430 1.625 0.377
H 1.739 -1.422 0.810
H 2.666 0.716 0.388
H 1.603 -0.709 -1.355
*
```

Summary:
- SMILES = O=S(=O)=C[SiH3]
- max |F| (eV Å⁻¹) = 4.43
- gap between HOMO and LUMO (spin up / spin down) (Ha) = 0.3128 / 0.3128
- molar mass (g mol⁻¹) = 108.2

No. 3
The following is a DFT calculation (ωB97M-V/def2-TZVPD) of a structure of composition C41H45O6SiTc in a non-equilibrium geometry.

```
! wB97M-V def2-TZVPD RIJCOSX def2/J DEFGRID3
* xyz -1 4
C 0.434 -0.906 -5.514
C 0.293 -1.535 -4.079
C 0.011 0.571 -5.429
C -0.701 0.823 -4.080
H -0.692 0.800 -6.237
H 0.912 1.186 -5.556
C -0.896 -0.795 -3.529
H 1.205 -1.353 -3.480
H 0.138 -2.613 -4.239
C -1.583 -1.144 -2.189
H -1.726 -1.040 -4.213
H -1.773 1.084 -4.232
C -0.096 2.071 -3.529
C 1.840 -1.078 -6.055
C -0.383 -1.575 -6.641
O -0.969 -0.964 -7.526
O 2.836 -1.046 -5.347
O 1.881 -1.264 -7.379
O -0.353 -2.912 -6.642
C -0.960 -3.469 -7.811
H -0.840 -4.539 -7.685
H -0.443 -3.102 -8.701
H -2.011 -3.182 -7.864
C 3.168 -1.455 -7.950
H 3.803 -0.584 -7.799
H 2.981 -1.596 -9.009
H 3.668 -2.330 -7.536
O -0.893 -1.991 -1.190
H -2.494 -1.735 -2.439
H -1.914 -0.186 -1.748
C -0.926 3.006 -2.735
C 1.353 2.332 -3.494
H 1.621 3.244 -4.059
H 1.980 1.501 -3.835
H 1.678 2.547 -2.457
H -0.535 3.110 -1.705
H -1.963 2.645 -2.642
H -0.964 4.037 -3.153
Tc -0.399 -1.544 0.532
C -2.533 -1.232 2.239
C -3.356 -1.557 1.156
C -2.791 -2.672 0.485
H -4.298 -1.066 0.895
C -1.583 -3.096 1.178
C -1.406 -2.150 2.280
H -0.811 -2.308 3.179
H -2.711 -0.443 2.961
H -3.266 -3.183 -0.350
H -1.058 -4.038 1.039
C 2.404 -0.670 0.625
C 1.966 -1.268 1.825
C 1.225 -2.469 1.506
H 2.202 -0.955 2.849
C 1.311 -2.647 0.059
C 1.954 -1.457 -0.480
H 2.199 -1.296 -1.532
H 3.012 0.237 0.559
H 1.003 -3.269 2.203
H 1.142 -3.596 -0.441
O -0.246 0.551 1.917
Si -0.090 1.129 3.403
C 1.192 2.483 3.686
C 2.496 2.323 3.204
C 3.519 3.169 3.652
C 3.238 4.231 4.520
C 1.915 4.463 4.903
C 0.898 3.607 4.467
C -1.653 1.882 4.125
C -1.845 2.014 5.505
C -3.022 2.583 6.006
C -4.000 3.052 5.126
C -3.783 2.963 3.747
C -2.612 2.385 3.243
C 0.291 -0.176 4.735
C 1.587 -0.385 5.215
C 1.848 -1.429 6.114
C 0.806 -2.228 6.595
C -0.503 -1.963 6.185
C -0.760 -0.906 5.307
H 2.716 1.534 2.484
H 4.541 2.984 3.330
H 4.043 4.869 4.898
H 1.669 5.305 5.549
H -0.133 3.818 4.748
H -1.083 1.665 6.204
H -3.169 2.649 7.084
H -4.924 3.488 5.516
H -4.530 3.337 3.051
H -2.444 2.315 2.166
H 2.401 0.272 4.901
H 2.873 -1.609 6.437
H 1.006 -3.042 7.296
H -1.338 -2.564 6.544
H -1.799 -0.653 5.078
*
```

Summary:
- max |F| (eV Å⁻¹) = 5.08
- gap between HOMO and LUMO (spin up / spin down) (Ha) = 0.1931 / 0.2147
- molar mass (g mol⁻¹) = 759.9

No. 4
The following is a DFT calculation (ωB97M-V/def2-TZVPD) of a structure of composition C4H2FLaLiO4 in a non-equilibrium geometry.

```
! wB97M-V def2-TZVPD RIJCOSX def2/J DEFGRID3
* xyz 3 1
O 3.861 -0.054 -0.016
C 4.992 -0.281 0.100
O 6.122 -0.509 0.215
O -3.138 -1.236 0.582
C -3.438 -0.042 0.187
C -1.692 -1.437 0.574
O -2.363 0.609 -0.183
C -1.184 -0.256 -0.222
Li -5.418 0.630 -0.189
H -1.471 -2.398 0.101
H -1.368 -1.434 1.620
F -1.106 -0.639 -1.567
La 1.186 1.033 0.349
*
```

Summary:
- max |F| (eV Å⁻¹) = 5.59
- gap between HOMO and LUMO (Ha) = 0.2583
- molar mass (g mol⁻¹) = 278.9

It is found that the relative energy (zero: lowest compared OMol25 entry of this formula, charge and spin) values, taken in the order of the records, are 0.00, 44.74, 52.52, 0.00 kcal/mol.